The following is a quantum chemistry calculation of a molecular structure, C12H14ClNO9P2RuS, from the Open Molecules 2025 dataset.

Structure (XYZ):
```
41
Properties=species:S:1:pos:R:3:forces:R:3
Ru -0.093584 0.492139 0.677764 0.113 0.605 0.181
Cl 3.833983 2.068051 -5.467014 0.018 0.028 -0.031
S 0.789651 2.538862 4.606112 -0.008 -0.012 -0.022
P -1.621008 -1.211597 1.868505 -0.379 0.519 -0.077
P -1.915744 -1.331138 -1.012389 0.576 -0.368 0.118
O -0.624981 -2.197719 -1.205884 -0.108 0.053 -0.319
O 1.366997 2.242101 0.321465 -0.833 0.296 -0.144
O 1.034053 -0.194622 -0.847294 0.337 -0.342 0.440
O -2.447255 -3.427992 0.554994 0.019 0.044 0.151
O -0.123391 -1.375945 1.617886 -0.047 -0.185 -0.300
O -2.129557 -1.898261 3.180439 -0.032 0.026 0.006
O -2.775574 -1.722104 -2.263326 -0.316 0.105 0.152
O -1.837224 0.322935 1.770426 -0.078 -0.395 0.354
O -1.634350 0.137445 -0.859202 0.303 -0.052 -0.156
N 0.589715 1.180173 2.502619 0.440 -0.449 -0.260
C 2.804069 2.223032 -2.978720 0.075 0.002 -0.145
C 1.870809 -0.396847 -3.018314 0.026 0.041 0.021
C 1.846666 0.918144 2.993695 -0.008 -0.020 0.051
C 1.646184 0.379017 -1.868025 -0.120 0.013 -0.166
C 1.976673 2.542967 -0.709085 0.160 -0.297 -0.212
C 2.118542 1.706994 -1.866592 -0.157 0.093 0.255
C 2.125729 1.577175 4.140895 -0.028 -0.007 -0.018
C -4.092539 -1.716541 0.709789 0.006 -0.009 -0.042
C 2.529355 0.127073 -4.103896 0.021 0.065 -0.011
C 3.001584 1.445519 -4.088986 -0.017 0.029 0.074
C -0.077660 2.018486 3.251604 -0.010 0.046 0.081
C -2.607723 -2.027591 0.547505 -0.095 0.123 -0.085
H 2.690092 -0.481634 -4.983869 0.007 0.011 0.002
H 1.523123 -1.421522 -3.046926 -0.003 0.004 0.046
H -4.430452 -1.996237 1.706601 0.007 -0.020 -0.006
H 2.492580 3.512481 -0.724017 0.027 -0.017 -0.024
H 3.172742 3.240889 -2.947166 0.007 -0.008 -0.033
H 3.031200 1.538571 4.722790 -0.016 0.011 0.003
H -1.537959 -1.884941 3.945342 -0.016 0.027 -0.026
H 0.177240 -1.605917 -1.214585 0.048 -0.011 0.218
H -4.649263 -2.315122 -0.011753 -0.002 0.025 -0.008
H -3.615249 -1.257987 -2.386862 0.039 -0.001 -0.006
H -1.514663 -3.656620 0.437000 0.006 0.011 -0.085
H 2.491468 0.234648 2.465110 0.000 0.002 -0.008
H -1.086573 2.330944 3.031190 0.021 0.011 0.003
H -4.297706 -0.657310 0.552171 0.018 0.004 0.027
```
Positions in Å, forces in eV/Å.

As for the gap between HOMO and LUMO (spin up / spin down): 7.4 / 7.0 eV. Its total charge is +1. The lowest unoccupied orbital energy (spin up / spin down) is -3.86 / -4.25 eV. The HOMO energy (spin up / spin down) is -11.22 / -11.28 eV. As for the multiplicity: 2. For the max |F|, the calculation gives 0.895 eV/Å.